# C2H14N2O3

A cluster of 4 separate species, C2H14N2O3 in total in a non-equilibrium geometry (ωB97M-V/def2-TZVPD, OMol25).

Frontier orbital gap, eV: 10.654
Multiplicity: 1

CARTESIAN COORDINATES (ANGSTROEM)
1 N -1.8448 0.0786 -0.8376
2 C -0.6602 -0.5692 -0.2084
3 C 0.6145 0.0120 -0.7172
4 N 1.7429 -0.5541 0.0358
5 H -2.6222 -0.3409 -0.4599
6 H -1.8411 -0.1756 -1.8077
7 H -0.7049 -1.6919 -0.3397
8 H -0.7019 -0.4207 0.8918
9 H 0.7372 -0.2276 -1.8098
10 H 0.6457 1.0941 -0.6407
11 H 2.6405 -0.1693 -0.3290
12 H 1.6677 -0.1362 0.9390
13 O 1.1150 -3.1689 -0.9029
14 H 1.5018 -2.3610 -0.4189
15 H 1.5555 -3.8929 -0.4858
16 O 0.5630 1.4216 2.0280
17 H 0.5140 1.6950 3.0064
18 H -0.2107 1.9050 1.6083
19 O -1.6162 2.5233 0.5323
20 H -1.4034 3.2771 -0.0360
21 H -1.6925 1.7017 -0.0481

Here are the Mulliken charges for atoms 1 to 8, given in e:
1 N -0.61
2 C -0.65
3 C -0.68
4 N -0.67
5 H 0.19
6 H 0.22
7 H 0.49
8 H 0.35